The following is a quantum chemistry calculation of 2 unconnected molecules or ions with the total composition C4H9N, from the Open Molecules 2025 dataset.

Atoms and positions in Å:
C  -2.853  0.831  1.065
N  -1.557  0.926  0.990
C  -0.829  -0.087  1.584
H  -3.240  1.247  0.114
H  -3.509  0.544  1.926
H  -0.175  -0.640  0.831
H  -0.119  0.360  2.287
H  -1.553  -0.804  1.998
C  1.960  -0.774  -1.277
C  2.708  -0.019  -2.135
H  1.478  -0.427  -0.322
H  1.594  -1.640  -1.871
H  2.861  1.061  -2.261
H  3.235  -0.580  -2.929

Computed properties:
E_HOMO = -9.0977 eV
2S+1 = 1
LUMO energy = 0.835 eV
ΔE to the lowest compared entry with this formula, charge and spin = 343.30 kJ/mol
Kohn-Sham gap = 0.365 Eh